Density functional theory data (ωB97M-V/def2-TZVPD) for a cluster of 10 separate species, C32H73Br14O12P3 in total.

The SMILES is CCOP(=O)(OCC)OCC.CCOP(=O)(OCC)OCC.CCOP(=O)(OCC)OCC.BrCCBr.BrCCBr.BrCCBr.BrCCBr.BrCCBr.BrCCBr.BrCCBr. As for the multiplicity: 1. The value obtained for the HOMO energy is -9.85 eV. The orbital gap is 10.02 eV.

```
134
C32H73Br14O12P3, DFT ωB97M-V/def2-TZVPD
C 14.081 19.947 13.577
C 13.936 18.439 13.697
O 14.131 17.949 15.112
P 12.936 17.515 16.024
O 11.643 17.263 15.379
O 12.951 18.602 17.192
C 12.619 20.038 16.898
C 12.355 20.711 18.279
O 13.431 16.211 16.722
C 14.672 16.103 17.418
C 15.649 15.398 16.520
H 15.130 20.190 13.863
H 13.949 20.166 12.475
H 13.292 20.594 14.033
H 12.906 18.196 13.439
H 14.724 17.942 13.091
H 13.429 20.530 16.369
H 11.680 20.018 16.261
H 13.172 20.600 18.969
H 12.161 21.788 18.051
H 11.423 20.284 18.699
H 15.016 17.087 17.784
H 14.457 15.538 18.294
H 15.818 15.962 15.584
H 16.576 15.215 17.047
H 15.200 14.434 16.317
C 14.637 9.963 14.518
C 14.204 11.358 14.919
O 14.895 11.969 16.073
P 14.140 11.759 17.470
O 13.975 10.419 18.019
O 14.959 12.746 18.392
C 15.957 12.316 19.338
C 17.243 11.749 18.682
O 12.773 12.540 17.251
C 11.697 12.456 18.198
C 10.978 11.107 18.059
H 14.666 9.321 15.424
H 13.893 9.586 13.808
H 15.620 9.922 14.058
H 14.499 12.102 14.132
H 13.123 11.407 15.123
H 16.254 13.260 19.805
H 15.583 11.673 20.135
H 17.862 11.493 19.551
H 17.208 10.754 18.140
H 17.746 12.442 18.072
H 11.987 12.638 19.255
H 11.060 13.333 18.013
H 11.684 10.328 18.202
H 10.185 10.985 18.824
H 10.566 10.989 17.011
C 8.586 21.357 15.546
C 8.603 21.128 14.061
O 9.929 20.743 13.568
P 10.250 20.959 12.057
O 11.636 20.610 11.743
O 8.987 20.113 11.453
C 9.022 18.651 11.247
C 8.940 17.815 12.507
O 9.797 22.400 11.673
C 10.338 23.043 10.414
C 10.212 24.491 10.546
H 9.364 22.085 15.778
H 7.561 21.609 15.810
H 8.791 20.443 16.105
H 7.872 20.344 13.749
H 8.293 22.045 13.552
H 8.116 18.627 10.698
H 9.948 18.505 10.667
H 8.106 18.097 13.191
H 8.916 16.751 12.177
H 9.883 17.877 13.127
H 11.394 22.785 10.298
H 9.775 22.610 9.617
H 10.767 25.047 9.751
H 9.171 24.897 10.627
H 10.812 24.893 11.415
Br 10.175 21.076 21.899
C 8.606 19.947 21.736
C 7.418 20.731 21.292
Br 7.357 21.245 19.391
H 8.452 19.637 22.780
H 8.820 19.068 21.103
H 7.229 21.582 21.924
H 6.564 20.056 21.335
Br 9.901 13.416 12.872
C 11.525 13.097 13.784
C 12.366 14.236 14.198
Br 13.413 14.791 12.702
H 12.146 12.472 13.152
H 11.258 12.510 14.665
H 13.032 13.946 14.962
H 11.842 15.100 14.533
Br 19.188 18.110 17.343
C 18.878 18.838 15.540
C 17.640 18.312 14.849
Br 17.839 18.505 12.932
H 19.772 18.478 14.998
H 18.936 19.909 15.479
H 16.835 18.944 15.194
H 17.448 17.266 15.048
Br 11.971 16.190 23.791
C 11.280 17.397 22.467
C 12.305 17.790 21.428
Br 12.942 16.241 20.451
H 10.947 18.316 23.046
H 10.470 16.831 22.098
H 13.220 18.202 21.907
H 11.926 18.513 20.718
Br 8.807 16.815 19.513
C 9.497 17.053 17.697
C 9.205 15.883 16.771
Br 7.329 15.874 16.207
H 10.560 17.202 17.899
H 8.999 17.987 17.392
H 9.418 14.885 17.156
H 9.830 16.159 15.904
Br 19.433 14.895 15.129
C 18.545 14.598 13.435
C 17.304 13.692 13.681
Br 16.824 12.973 11.913
H 19.272 14.047 12.814
H 18.137 15.520 12.999
H 16.460 14.253 14.085
H 17.521 12.877 14.342
Br 18.032 20.288 25.707
C 16.576 19.912 24.509
C 16.042 21.329 24.152
Br 14.556 21.056 22.877
H 15.825 19.283 25.004
H 17.013 19.482 23.630
H 16.793 21.942 23.656
H 15.792 21.906 25.024
```


Density functional theory data (ωB97M-V/def2-TZVPD) for a structure of composition C46H46N4O4PRe.

As for the multiplicity: 4. The value obtained for the HOMO energy (spin up / spin down) is -15.38 / -15.38 eV. The orbital gap (spin up / spin down) is 6.48 / 5.67 eV. As for the total charge: +3.

```
102
C46H46N4O4PRe, DFT ωB97M-V/def2-TZVPD
Re -0.145 0.339 0.391
C 5.560 -2.323 -0.377
O 5.519 -3.076 -1.575
C 4.786 -2.721 -2.651
C 5.093 -3.452 -3.807
C 4.433 -3.233 -4.994
C 3.442 -2.253 -5.083
C 3.134 -1.520 -3.960
C 3.779 -1.757 -2.739
N 3.326 -0.986 -1.604
C 2.108 -1.118 -1.082
N 1.269 -2.029 -1.571
C -0.031 -2.318 -1.124
C -0.772 -1.438 -0.302
C -2.059 -1.806 0.115
C -2.635 -2.979 -0.343
C -1.918 -3.815 -1.175
C -0.607 -3.521 -1.551
O -0.040 -4.442 -2.355
C 1.339 -4.825 -2.302
N 1.705 -0.350 -0.044
C 2.510 0.788 0.300
C 3.516 0.758 1.264
C 4.276 1.898 1.465
C 4.023 3.050 0.722
C 3.001 3.100 -0.218
C 2.241 1.960 -0.415
O 1.147 1.859 -1.254
C 1.254 2.452 -2.574
H 6.299 -2.816 0.249
H 4.600 -2.330 0.146
H 5.901 -1.300 -0.565
H 5.873 -4.196 -3.728
H 4.700 -3.817 -5.864
H 2.940 -2.056 -6.020
H 2.389 -0.733 -4.010
H 3.969 -0.374 -1.123
H 1.634 -2.582 -2.337
H -2.611 -1.183 0.798
H -3.638 -3.246 -0.038
H -2.338 -4.744 -1.537
H 1.365 -5.847 -2.668
H 1.715 -4.800 -1.278
H 1.957 -4.220 -2.971
H 3.708 -0.154 1.813
H 5.073 1.894 2.195
H 4.629 3.931 0.886
H 2.814 4.008 -0.773
H 0.319 2.232 -3.080
H 2.099 1.997 -3.090
H 1.383 3.529 -2.494
C 0.520 -3.260 3.760
C -0.388 -2.288 3.006
C -1.841 -2.414 3.461
C 0.172 -0.879 3.186
C -0.007 -0.347 4.612
O -0.756 0.886 4.450
C -0.948 1.143 3.190
N -0.492 0.215 2.364
C -1.581 2.446 2.925
C -1.616 3.323 4.013
C -2.209 4.571 3.898
C -2.784 4.947 2.699
C -2.748 4.086 1.607
C -2.145 2.839 1.696
P -2.202 1.775 0.223
C -2.196 2.940 -1.158
C -1.185 3.906 -1.181
C -1.208 4.916 -2.126
C -2.233 4.964 -3.066
C -3.240 4.012 -3.043
C -3.235 3.008 -2.083
C -3.789 0.929 0.270
C -4.200 0.165 -0.827
C -5.429 -0.468 -0.805
C -6.245 -0.362 0.318
C -5.835 0.379 1.414
C -4.608 1.033 1.393
H 0.139 -4.276 3.675
H 0.565 -3.030 4.827
H 1.538 -3.250 3.369
H -0.327 -2.532 1.946
H -1.923 -2.508 4.544
H -2.288 -3.313 3.039
H -2.460 -1.568 3.154
H 1.228 -0.867 2.906
H 0.919 -0.094 5.121
H -0.614 -0.992 5.242
H -1.181 3.030 4.956
H -2.224 5.238 4.748
H -3.264 5.912 2.603
H -3.206 4.400 0.679
H -0.402 3.898 -0.430
H -0.438 5.676 -2.126
H -2.253 5.754 -3.803
H -4.048 4.059 -3.759
H -4.054 2.305 -2.059
H -3.564 0.058 -1.699
H -5.754 -1.043 -1.661
H -7.206 -0.858 0.332
H -6.473 0.466 2.282
H -4.315 1.629 2.246
```


Density functional theory data (ωB97M-V/def2-TZVPD) for a cluster of 8 separate species, C30H83N7O8 in total.

The SMILES is COC[C@H](C)N.COC[C@H](C)N.COC[C@H](C)N.COC[C@H](C)N.COC[C@H](C)N.COC[C@H](C)N.COC[C@H](C)N.CCO. As for the multiplicity: 1. The value obtained for the HOMO energy is -9.03 eV. The value obtained for the energy above the lowest of the compared OMol25 structures with the same formula, charge and spin is 238.52 kJ/mol. The orbital gap is 9.56 eV.

```
128
C30H83N7O8, DFT ωB97M-V/def2-TZVPD
C -2.665 4.347 1.261
O -2.854 3.221 2.073
C -1.713 2.300 2.012
C -1.872 1.134 2.972
C -2.095 1.582 4.434
N -0.823 0.140 2.705
H -1.610 4.673 1.253
H -3.287 5.169 1.590
H -2.981 4.022 0.281
H -1.576 1.955 0.979
H -0.795 2.852 2.256
H -2.805 0.756 2.597
H -2.622 0.852 5.066
H -2.814 2.396 4.407
H -1.168 1.857 4.999
H -1.179 -0.760 3.109
H -0.014 0.383 3.252
C 2.049 3.086 -0.471
O 2.928 3.242 0.691
C 2.208 3.223 1.932
C 3.275 3.076 3.081
C 2.553 3.082 4.394
N 4.215 4.148 2.968
H 1.164 2.485 -0.239
H 2.716 2.662 -1.214
H 1.770 4.063 -0.926
H 1.621 4.119 2.172
H 1.492 2.398 1.924
H 3.748 2.066 2.941
H 1.602 3.617 4.459
H 3.141 3.460 5.248
H 2.201 2.070 4.631
H 4.543 4.282 2.024
H 5.009 4.053 3.611
C -0.908 2.000 -3.010
O -0.601 2.280 -4.344
C 0.339 1.494 -4.975
C 0.635 2.180 -6.259
C -0.501 2.130 -7.271
N 1.817 1.556 -6.881
H -0.088 2.214 -2.266
H -1.207 0.924 -2.883
H -1.796 2.595 -2.789
H 1.262 1.476 -4.350
H -0.017 0.481 -5.101
H 0.872 3.204 -5.971
H -0.285 2.811 -8.083
H -1.481 2.555 -6.870
H -0.708 1.123 -7.632
H 2.481 1.343 -6.115
H 1.517 0.627 -7.205
C -1.091 -8.906 2.177
O -0.256 -7.776 1.821
C -0.673 -7.100 0.678
C 0.221 -5.940 0.492
C 1.633 -6.365 0.072
N 0.234 -5.110 1.682
H -1.213 -9.509 1.254
H -2.008 -8.531 2.565
H -0.487 -9.527 2.869
H -0.700 -7.688 -0.263
H -1.727 -6.755 0.788
H -0.121 -5.350 -0.380
H 2.166 -5.565 -0.451
H 1.648 -7.277 -0.546
H 2.325 -6.698 0.949
H 0.581 -5.660 2.425
H 0.806 -4.256 1.512
C 4.557 1.409 -2.038
O 5.946 1.824 -2.043
C 6.593 1.828 -3.322
C 8.042 2.014 -3.105
C 8.768 2.183 -4.438
N 8.642 0.931 -2.362
H 4.457 0.441 -2.565
H 3.868 2.091 -2.534
H 4.272 1.282 -1.001
H 6.410 0.834 -3.827
H 6.229 2.600 -3.985
H 8.279 2.913 -2.539
H 9.843 2.455 -4.237
H 8.203 2.997 -5.017
H 8.674 1.209 -5.007
H 8.557 1.085 -1.377
H 8.249 0.004 -2.542
C -1.549 -3.511 3.569
O -2.175 -2.206 3.687
C -3.625 -2.251 3.463
C -4.104 -2.828 2.147
C -3.309 -2.230 0.986
N -5.572 -2.531 2.221
H -0.451 -3.328 3.808
H -1.442 -3.864 2.571
H -1.967 -4.190 4.290
H -4.113 -2.763 4.312
H -3.910 -1.221 3.533
H -3.963 -3.891 2.037
H -2.229 -2.356 1.139
H -3.619 -1.206 0.975
H -3.733 -2.583 0.037
H -5.659 -1.529 2.454
H -5.956 -2.581 1.273
C -4.446 -0.171 -2.124
O -5.017 -0.084 -0.786
C -5.419 1.233 -0.495
C -6.040 1.307 0.907
C -6.570 2.720 1.170
N -5.173 0.838 1.983
H -5.108 0.263 -2.869
H -4.211 -1.232 -2.346
H -3.497 0.408 -2.273
H -4.587 1.949 -0.585
H -6.116 1.539 -1.260
H -6.896 0.649 0.855
H -7.205 2.704 2.082
H -7.179 3.058 0.317
H -5.734 3.421 1.405
H -4.810 1.637 2.519
H -4.413 0.294 1.685
C 2.493 -0.925 0.357
C 1.095 -1.317 -0.122
O 0.277 -0.185 -0.342
H 3.161 -1.798 0.521
H 2.458 -0.362 1.294
H 3.086 -0.330 -0.398
H 0.522 -2.083 0.462
H 1.166 -1.703 -1.129
H -0.080 0.148 0.496
```


| no. | largest force on an atom (eV Å⁻¹) | energy (eV) |
| --- | --- | --- |
| 1 | 3.28 | -1067408.4687 |
| 2 | 0.36 | -73992.7615 |
| 3 | 3.06 | -59261.1675 |